[1]
Entry from the OMol25 dataset: a molecular structure, C22H22AuN3O4S4 in a non-equilibrium geometry (ωB97M-V/def2-TZVPD).

Each line ends with the natural charge from an NBO analysis.
Atoms and positions in Å:
Au  -0.980081  -0.460910  0.949082  0.7315
C  -3.474078  -4.202607  -0.690372  -0.5293
C  -4.428922  -3.036771  -0.460009  -0.5557
S  -3.622365  -1.427379  -0.150332  0.2197
C  -4.149576  -1.092512  1.551111  -0.5471
C  -3.565846  -2.016167  2.610387  -0.5556
S  -1.771825  -1.788349  2.896048  0.2344
C  -1.101451  -3.440313  2.511604  -0.5301
C  -1.237006  -3.920081  1.069943  -0.5577
S  -2.738656  -4.924910  0.804646  0.1727
H  -2.667102  -3.934655  -1.373137  0.2173
H  -4.026738  -5.032459  -1.134463  0.2311
H  -5.103846  -3.256901  0.367265  0.2210
H  -5.033961  -2.895429  -1.358127  0.2250
H  -5.239048  -1.141902  1.586902  0.2257
H  -3.850631  -0.055743  1.713803  0.2686
H  -3.714989  -3.060558  2.346577  0.2431
H  -4.046100  -1.824384  3.570729  0.2315
H  -1.557781  -4.148079  3.204973  0.2278
H  -0.046667  -3.340662  2.771578  0.2314
H  -0.379812  -4.543387  0.815202  0.2247
H  -1.265474  -3.068140  0.391387  0.2490
N  6.421391  5.664320  -3.054792  -0.2930
C  5.638266  4.937801  -2.632463  0.2729
C  4.652735  4.029581  -2.103880  -0.1699
C  4.983612  2.700976  -1.863422  -0.1522
C  4.032071  1.838384  -1.347325  -0.2251
C  2.741467  2.283063  -1.069031  0.0283
C  2.415368  3.617846  -1.329758  -0.2166
C  3.364207  4.487627  -1.830034  -0.1570
C  1.732909  1.365617  -0.485557  0.0732
C  2.063191  0.673865  0.624342  0.1004
C  3.245023  0.964651  1.457501  -0.1819
C  3.128960  0.209826  2.556805  -0.2789
C  1.903561  -0.557577  2.393552  0.1083
N  1.290983  -0.314938  1.287398  -0.5085
C  0.351620  1.402809  -1.178706  0.3138
C  0.454299  1.659978  -2.679881  -0.1186
C  -0.108649  0.646070  -3.318475  -0.2778
C  -0.559974  -0.303761  -2.285060  0.1550
N  -0.306943  0.086860  -1.104370  -0.5030
H  5.981212  2.348386  -2.087380  0.2313
H  4.284741  0.800245  -1.175226  0.2295
H  1.421936  3.977714  -1.090282  0.2544
H  3.120207  5.526693  -2.004651  0.2358
H  3.997226  1.706892  1.257669  0.2345
H  3.788602  0.185488  3.409600  0.2308
H  1.479241  -1.258298  3.103320  0.1965
H  0.861541  2.561624  -3.105831  0.2376
H  -0.236150  0.525748  -4.383108  0.2345
H  -1.038417  -1.262681  -2.452975  0.2072
O  -0.418187  2.469896  -0.666274  -0.7381
S  -1.504901  2.423247  0.600612  2.5706
O  -1.936424  3.784866  0.593212  -0.9432
O  -2.510702  1.439042  0.214646  -1.0180
O  -0.732071  1.990439  1.755028  -1.0116

Atoms 1-3, force components in eV/Å:
Au -0.7 -1.5 1.0
C 0.0 0.0 0.2
C 0.0 0.2 -0.1

The spin multiplicity is 1. The calculation puts the relative energy (zero: lowest compared OMol25 entry of this formula, charge and spin) at 0.937 eV. The gap between HOMO and LUMO is 6.2 eV. As for the HOMO energy: -7.58 eV.

---

[2]
Entry from the OMol25 dataset: a single C6H5NO molecule in a non-equilibrium geometry (ωB97M-V/def2-TZVPD).

Each line ends with the natural charge from an NBO analysis.
Atoms and positions in Å:
C  0.499358  1.491997  2.212802  -0.1640
C  -0.114233  0.852799  1.124435  -0.0654
C  0.110112  -0.486855  0.358872  -0.1129
C  0.515370  -1.546029  1.028302  -0.3030
C  -0.457549  -0.352157  -1.014062  0.0121
O  -1.740411  0.490813  -0.917915  -0.6929
C  0.520443  0.627468  -1.825907  0.2226
N  0.825518  1.266439  -2.848065  -0.3168
H  0.869567  2.017221  3.086484  0.2439
H  1.057193  -1.523182  1.936394  0.2229
H  0.366632  -2.566143  0.592562  0.2068
H  -0.518348  -1.127165  -1.824520  0.2532
H  -1.933653  0.854795  -1.909382  0.4933

Atoms 1-3, force components in eV/Å:
C -4.6 -5.0 -8.3
C 6.5 3.0 8.1
C -2.0 2.6 1.4

The spin multiplicity is 1. As for the SMILES: C#CC(=C)[C@@H](O)C#N. The calculation puts the relative energy (zero: lowest compared OMol25 entry of this formula, charge and spin) at 5.850 eV. The gap between HOMO and LUMO is 9.3 eV. As for the HOMO energy: -9.46 eV.

---

[3]
Entry from the OMol25 dataset: a single C3H6N2O2 molecule in a non-equilibrium geometry (ωB97M-V/def2-TZVPD).

Each line ends with the natural charge from an NBO analysis.
Atoms and positions in Å:
C  -2.476143  -0.415650  -0.012598  -0.4909
N  -1.054203  -0.632919  -0.090420  -0.5073
C  -0.272660  0.316728  -0.062834  0.3544
N  -0.472480  1.705706  0.228402  -0.7932
C  1.278275  -0.146374  -0.013601  0.7226
O  2.286468  0.546359  -0.017567  -0.5797
O  1.339824  -1.445108  0.058027  -0.6507
H  -2.882776  -0.001102  1.011054  0.2194
H  -3.034022  -1.442863  0.194807  0.2191
H  -3.067345  0.106438  -0.848389  0.2191
H  -1.306260  1.960341  -0.567507  0.3701
H  0.454208  2.200627  -0.446912  0.4081
H  0.335808  -1.671188  -0.098408  0.5089

Atoms 1-3, force components in eV/Å:
C -3.9 -1.7 2.3
N -2.1 -1.1 -0.6
C 3.8 2.4 1.4

The spin multiplicity is 1. As for the SMILES: C/N=C(\N)C(=O)O. The calculation puts the relative energy (zero: lowest compared OMol25 entry of this formula, charge and spin) at 3.293 eV. The gap between HOMO and LUMO is 10.6 eV. As for the HOMO energy: -10.20 eV.

---

[4]
Entry from the OMol25 dataset: 2 unconnected molecules or ions with the total composition CH5N5 in a non-equilibrium geometry (ωB97M-V/def2-TZVPD).

Each line ends with the natural charge from an NBO analysis.
Atoms and positions in Å:
C  -0.194667  1.538176  0.290472  -0.3118
N  -2.033133  0.389390  0.862214  -0.0456
N  -1.975476  -0.687120  1.109082  -0.0280
N  0.374241  0.488314  -0.318787  -0.2165
N  0.791165  -0.573258  0.208078  -0.2087
N  1.195515  -1.613213  -0.650887  -0.7171
H  -0.566288  2.449308  -0.126225  0.2126
H  -0.186562  1.573795  1.338053  0.1941
H  0.217160  0.607878  -1.443227  0.3621
H  0.550985  -2.039416  -1.271919  0.3650
H  1.827060  -2.133853  0.003147  0.3940

Atoms 1-3, force components in eV/Å:
C 1.7 -0.6 0.0
N -1.7 -1.8 0.7
N 0.4 1.2 -0.4

The spin multiplicity is 1. The calculation puts the relative energy (zero: lowest compared OMol25 entry of this formula, charge and spin) at 1.629 eV. The gap between HOMO and LUMO (spin up / spin down) is 8.1 / 8.1 eV. As for the HOMO energy (spin up / spin down): -7.00 / -7.00 eV.

---

[5]
Entry from the OMol25 dataset: a single C8H8N2O molecule in a non-equilibrium geometry (ωB97M-V/def2-TZVPD).

Each line ends with the natural charge from an NBO analysis.
Atoms and positions in Å:
N  -0.354567  0.297111  -4.563228  -0.2786
C  0.071876  0.102772  -3.507398  0.2281
C  0.641281  -0.026164  -2.154629  0.1504
O  1.412047  -1.190425  -2.029976  -0.6858
N  -0.525858  0.065545  -1.171922  -0.6112
C  -0.316331  0.087405  0.174139  0.1666
C  -1.471786  0.150115  0.938701  -0.2676
C  -1.309995  0.357328  2.341062  -0.1693
C  -0.094453  0.389383  2.949540  -0.2764
C  1.041416  0.210445  2.079236  -0.1517
C  0.941871  -0.004898  0.702732  -0.2877
H  1.428578  0.789329  -2.061327  0.2305
H  0.944329  -1.938699  -2.190942  0.4730
H  -1.463073  -0.237342  -1.610938  0.4083
H  -2.406058  0.129141  0.439120  0.2091
H  -2.113019  0.274685  3.054096  0.2087
H  -0.191737  0.808752  3.930240  0.2240
H  1.996890  -0.076000  2.512013  0.2076
H  1.768590  -0.188484  0.169483  0.2220

Atoms 1-3, force components in eV/Å:
N 0.3 -0.4 0.9
C -0.5 0.5 -1.0
C -0.7 0.2 1.3

The spin multiplicity is 1. As for the SMILES: N#C[C@H](O)Nc1ccccc1. The calculation puts the relative energy (zero: lowest compared OMol25 entry of this formula, charge and spin) at 2.811 eV. The gap between HOMO and LUMO is 8.9 eV. As for the HOMO energy: -8.33 eV.

---

[6]
Entry from the OMol25 dataset: a single C11H13NO molecule in a non-equilibrium geometry (ωB97M-V/def2-TZVPD).

Each line ends with the natural charge from an NBO analysis.
Atoms and positions in Å:
C  2.934860  -1.485075  -2.259248  -0.2641
C  2.585270  -0.294340  -1.678772  -0.1670
C  -0.935386  -1.192044  -0.627029  -0.4390
C  1.037658  1.181397  -0.677074  -0.0289
C  2.082222  -2.593572  -2.061884  0.0011
C  1.296544  -0.132336  -1.070583  -0.1502
C  0.516574  -1.316861  -1.030665  0.1772
C  -0.778012  1.349772  0.700164  0.4103
C  -1.122316  -0.313499  0.662420  -0.4971
C  -2.098539  1.386343  2.838424  -0.6235
C  -1.708522  2.178089  1.569845  -0.4785
N  0.828287  -2.488158  -1.573747  -0.4123
O  0.135717  1.835314  0.047369  -0.3243
H  3.925891  -1.742466  -2.600255  0.2195
H  3.108896  0.561344  -2.013050  0.2056
H  -1.408689  -2.269740  -0.440122  0.2372
H  1.850487  1.816461  -0.806683  0.1694
H  2.320250  -3.610829  -2.407326  0.1893
H  -1.417573  -0.821027  -1.554935  0.2240
H  -2.155443  -0.422198  1.039139  0.2208
H  -0.581484  -0.852913  1.479992  0.2245
H  -1.964189  2.104887  3.757947  0.2227
H  -1.650987  0.355008  2.922712  0.2248
H  -3.144283  1.121547  2.799705  0.2098
H  -1.044844  3.064358  1.950718  0.2224
H  -2.612391  2.580538  1.032938  0.2264

Atoms 1-3, force components in eV/Å:
C -0.3 -2.0 1.6
C -1.5 -0.4 -1.1
C -0.5 -1.0 0.5

The spin multiplicity is 1. The calculation puts the relative energy (zero: lowest compared OMol25 entry of this formula, charge and spin) at 4.768 eV. The gap between HOMO and LUMO (spin up / spin down) is 7.2 / 6.5 eV. As for the HOMO energy (spin up / spin down): -6.57 / -6.48 eV.